1.
This record from OMol25 describes a structure of composition C20H27N2O2PS2Ti in a non-equilibrium geometry. The level of theory is the ωB97M-V functional and the def2-TZVPD basis.

```
55
Properties=species:S:1:pos:R:3:forces:R:3:nbo_charge:R:1
C -2.74793 -3.97022 -0.74523 0.1527 0.0625 -0.2839 -0.126
C -2.84330 -2.94070 -1.68378 0.1337 0.1032 0.2942 -0.184
C -2.09638 -1.76460 -1.52868 -0.1654 -0.3680 -0.2186 0.011
C -1.20313 -1.65975 -0.44838 0.6537 0.8414 0.9137 -0.489
C -1.09864 -2.70959 0.48376 -0.4540 -0.4966 -0.3708 0.061
C -1.86053 -3.86904 0.32284 0.1424 0.3313 0.2549 -0.228
C -2.24370 -0.69087 -2.57553 -0.0033 0.0552 -0.5649 -0.465
C -2.51044 0.75737 -2.12323 -0.3318 0.1749 -0.0436 -0.224
N -2.09768 1.08446 -0.72873 0.4957 0.1635 0.3697 -0.529
Ti -0.19995 0.17702 -0.22878 -2.3348 -1.3481 -3.8601 1.315
C -0.21240 -2.58719 1.69715 0.7808 0.3249 -1.1646 -0.734
P -0.18230 -0.85501 2.27211 -0.4685 -0.0222 2.0042 1.251
H -3.50564 -3.03471 -2.54658 0.1106 -0.0154 0.3326 0.244
H -1.76597 -4.66930 1.05866 -0.1567 0.1284 -0.2457 0.239
H -3.36168 -4.85999 -0.85317 0.1171 0.1164 -0.0170 0.253
H 0.82661 -2.89206 1.51274 -0.1812 -0.1195 -0.0755 0.283
H -0.59808 -3.18637 2.53407 0.1501 0.4116 0.1175 0.300
H -1.35745 -0.69124 -3.22838 -0.1451 -0.0702 0.2302 0.248
H -3.07668 -0.96853 -3.23105 0.2030 0.0418 0.0842 0.259
H -2.00765 1.45622 -2.80056 -0.0703 -0.2060 0.1620 0.242
C 1.09259 -0.72485 3.53951 0.2798 0.5371 -0.3577 -0.958
C -1.75083 -0.72066 3.15084 -0.4548 0.6538 -0.1805 -0.969
H -3.58782 0.97228 -2.16999 0.2264 -0.0372 -0.1037 0.227
C -3.20355 0.76822 0.20200 -0.3830 0.0140 0.0850 -0.421
C -1.74590 2.51520 -0.60625 -0.1437 0.4903 -0.1419 -0.442
H 1.31898 -0.03558 0.26544 1.4049 0.8038 0.8388 -0.209
H -4.08510 1.36396 -0.08433 0.2164 -0.1079 0.1870 0.232
H -3.46566 -0.29072 0.13441 0.0889 0.1883 0.0052 0.236
H -2.93153 1.01478 1.23587 -0.0189 0.0150 -0.2538 0.209
H -2.66508 3.11445 -0.68470 0.3457 0.0805 0.0533 0.249
H -1.27055 2.72388 0.36340 -0.1766 -0.0201 -0.0071 0.222
H -1.04502 2.81465 -1.39356 -0.1409 -0.0939 0.1134 0.255
H -1.71410 -1.35893 4.04498 0.1918 0.1900 -0.2085 0.296
H -1.91435 0.31979 3.44670 -0.0753 -0.1585 0.1677 0.275
H -2.59304 -1.04487 2.53031 0.2341 0.0362 0.0052 0.279
H 0.85368 -1.35247 4.40433 -0.0625 0.0417 -0.2410 0.293
H 2.06147 -1.00894 3.11660 -0.0855 0.0406 0.1098 0.286
H 1.14190 0.32770 3.84338 0.0946 -0.2142 0.1498 0.282
H 0.49163 0.45093 1.39447 0.4569 -2.2350 1.1293 0.048
O 4.14211 2.96509 0.71373 -0.9615 -0.1783 -0.5988 -0.878
S 3.47245 3.27521 -0.52259 1.1039 0.6831 -0.4569 2.264
O 3.16254 4.64613 -0.83787 -0.3058 -1.2198 0.3036 -0.863
N 2.08936 2.27092 -0.74113 -0.7618 -0.7001 -0.6632 -0.712
C 2.22512 1.50074 -1.79138 0.9076 1.4617 1.7851 0.142
S 1.04502 0.29445 -2.19429 -0.7254 -0.4308 0.4500 0.000
C 3.49904 1.59157 -2.50681 0.6864 -0.0338 -0.0596 -0.089
C 3.97123 0.80048 -3.55020 -0.3090 0.0363 0.1207 -0.175
C 5.29361 0.94881 -3.96993 -0.0836 0.3205 0.3417 -0.183
C 6.12997 1.88723 -3.33676 -0.3039 -0.0531 -0.0191 -0.143
C 5.65598 2.69122 -2.28472 -0.5202 -0.1530 0.0124 -0.165
C 4.33593 2.51119 -1.87917 0.4796 -0.0861 -0.4610 -0.296
H 3.27646 0.07841 -3.98117 0.4258 0.0720 -0.1453 0.231
H 5.66681 0.32896 -4.78089 0.0163 0.1693 0.1752 0.246
H 7.16534 1.98756 -3.66641 -0.3300 0.0016 0.1105 0.248
H 6.27281 3.43289 -1.78364 0.0549 -0.2233 -0.1641 0.257
```
Forces are in eV/Å.

The value obtained for the total energy is -82308.6143 eV. Its gap between HOMO and LUMO is 5.2 eV. As for the total charge: +2.

***

2.
This record from OMol25 describes the molecule C20H27N3O4 in a non-equilibrium geometry. The level of theory is the ωB97M-V functional and the def2-TZVPD basis.

```
54
Properties=species:S:1:pos:R:3:forces:R:3:nbo_charge:R:1
C -6.07022 -1.12425 5.14856 0.0154 0.0108 0.0072 -0.250
O -6.32920 -1.43706 3.80361 0.0309 -0.1646 -0.0653 -0.539
C -6.57124 -0.32255 2.97599 0.0045 0.3290 -0.1146 -0.054
C -5.32319 0.50523 2.64742 -0.1402 -0.5402 -0.0096 -0.428
C -4.26713 -0.34999 1.95020 0.1532 0.3352 0.3132 -0.396
C -2.91865 0.35372 1.77677 -0.2644 -0.3197 -0.3959 -0.214
C -1.87188 -0.62817 1.24208 0.1832 0.3350 0.2647 -0.391
C -0.52927 0.07128 1.01915 0.0567 -0.6348 0.0840 -0.235
N -0.70138 1.17890 0.11080 -0.0342 0.2054 0.1093 -0.408
C -0.25624 1.28622 -1.15456 -0.2059 0.2325 0.3628 0.649
O -0.54315 2.23643 -1.86955 0.1507 -0.1053 -0.2919 -0.625
C 0.64458 0.24126 -1.71663 0.5837 -0.5771 -0.6785 0.047
C 1.32421 0.42806 -2.95071 0.2999 -0.6935 -0.0202 -0.310
C 1.99329 -0.74593 -3.13975 -0.3426 0.9688 -0.0242 0.275
C 2.87071 -1.23468 -4.24995 -0.2340 -0.1093 -0.0352 -0.112
O 4.03007 -1.89690 -3.80570 0.1719 -0.1056 0.0968 -0.478
C 5.00210 -1.17435 -3.17440 0.3452 0.0739 0.1675 0.246
C 6.13197 -1.88503 -2.76164 -0.2212 0.1597 -0.0588 -0.207
C 7.15640 -1.20971 -2.13562 -0.2311 0.0373 -0.1053 -0.229
C 7.03843 0.16633 -1.93204 0.0710 -0.0410 0.0397 0.191
C 8.12291 0.95348 -1.26553 0.0378 -0.0563 0.0111 -0.640
N 5.96369 0.83177 -2.32016 0.2897 0.3352 0.1877 -0.412
C 4.97362 0.19212 -2.91947 -0.4898 -0.3479 -0.3494 -0.052
O 1.73569 -1.56746 -2.11015 0.3961 -0.2360 -0.5339 -0.251
N 0.90854 -0.95244 -1.24092 -0.5978 0.2869 0.6520 -0.117
C -1.63215 2.17199 0.60719 -0.3605 0.3903 -0.2589 -0.223
C -3.00951 1.54521 0.82055 0.2860 0.0321 0.3404 -0.409
H -6.04172 -2.07224 5.68286 0.0204 0.0660 0.0759 0.195
H -6.86473 -0.49451 5.56854 0.0232 -0.0082 0.0103 0.164
H -5.10961 -0.61339 5.27794 -0.0126 -0.0011 0.0310 0.161
H -6.98080 -0.74465 2.05437 -0.0306 0.1112 0.0276 0.185
H -7.33292 0.32678 3.43516 0.0091 -0.0944 -0.0522 0.162
H -4.90899 0.92578 3.56623 0.0150 0.1175 0.0260 0.196
H -5.63278 1.33398 2.00990 -0.0243 0.1017 0.0327 0.207
H -4.12055 -1.25612 2.54220 -0.0005 -0.0698 -0.0503 0.214
H -4.64377 -0.65623 0.97194 0.0014 -0.0929 -0.0986 0.197
H -2.58426 0.71795 2.75600 0.0213 0.0104 0.0393 0.190
H -1.73455 -1.45235 1.94295 -0.0195 -0.0819 0.0181 0.212
H -2.21467 -1.04447 0.29312 -0.0261 -0.0849 -0.0765 0.202
H 0.19970 -0.62797 0.61468 -0.1087 0.1663 0.2886 0.257
H -0.16191 0.47034 1.97264 0.0306 -0.0406 -0.0460 0.185
H 1.29301 1.30180 -3.56503 0.0281 0.1901 -0.1619 0.257
H 2.33112 -1.99392 -4.82774 0.0870 0.2028 0.0378 0.222
H 3.11462 -0.39192 -4.90965 -0.0788 -0.0940 0.0936 0.200
H 6.17568 -2.94750 -2.94437 0.0110 -0.1216 -0.0183 0.227
H 8.04042 -1.73489 -1.80709 0.0842 -0.0544 0.0266 0.216
H 9.05099 0.87105 -1.82872 0.1196 0.0344 0.0134 0.217
H 8.30301 0.57564 -0.26054 0.0805 0.0190 0.0941 0.218
H 7.82973 1.99715 -1.20888 0.0145 0.0398 0.0158 0.235
H 4.13469 0.81573 -3.19586 -0.1145 -0.0813 -0.0721 0.198
H -1.68349 2.98001 -0.12421 0.0496 -0.0730 0.1971 0.249
H -1.24844 2.56646 1.55466 0.0062 -0.0063 -0.0329 0.188
H -3.68372 2.30512 1.21571 -0.0713 0.0480 -0.0313 0.212
H -3.39910 1.20888 -0.14237 -0.0692 -0.0035 -0.0824 0.205
```
Forces are in eV/Å.

The value obtained for the energy above the lowest of the compared OMol25 structures with the same formula, charge and spin is 427.17 kJ/mol. As for the SMILES: COCCCC1CCN(C(=O)c2cc(COc3ccc(C)nc3)on2)CC1. The value obtained for the total energy is -33836.9236 eV. Its gap between HOMO and LUMO is 9.6 eV.

***

3.
This record from OMol25 describes the molecule C20H27N3O5S in a non-equilibrium geometry. The level of theory is the ωB97M-V functional and the def2-TZVPD basis.

```
56
Properties=species:S:1:pos:R:3:forces:R:3:nbo_charge:R:1
C -7.38982 -0.59132 -1.43191 0.3773 -0.1625 0.1468 -0.635
C -6.38793 -1.72298 -1.20151 -0.3349 -0.0230 -0.4344 0.102
C -7.05435 -3.08685 -1.35258 0.3370 0.3103 0.1143 -0.613
O -5.87076 -1.68085 0.12249 0.0047 -0.0956 0.1317 -0.499
C -4.91593 -0.78117 0.46536 0.1943 0.1160 0.3200 0.300
C -4.53622 -0.79974 1.80978 -0.1939 -0.1266 -0.2107 -0.255
C -3.56139 0.05428 2.27852 0.0109 0.1118 -0.1302 -0.184
C -2.94098 0.95841 1.42526 0.0288 0.0633 0.0527 -0.079
C -1.85209 1.87914 1.90898 -0.0940 0.0989 -0.0247 -0.245
N -0.57556 1.53121 1.31642 0.0460 -0.1199 0.1579 -0.589
C 0.02781 2.31146 0.39061 0.0085 -0.1743 0.2658 0.647
O -0.39694 3.41336 0.08207 -0.0209 0.1874 -0.1855 -0.641
C 1.25387 1.72806 -0.18565 0.1417 -0.5495 0.1474 0.013
C 1.85627 0.50331 0.04838 -0.2634 0.3078 0.0213 -0.217
C 2.99427 0.44401 -0.76409 0.4552 -0.2783 -0.2072 -0.442
S 4.13591 -0.89678 -0.85579 -0.3840 0.5926 0.3261 2.334
O 5.07887 -0.60409 -1.90186 -0.0472 0.2082 0.1015 -0.951
O 3.42016 -2.13688 -0.91075 -0.0681 -0.0184 0.2479 -0.937
N 4.82873 -0.78596 0.67401 -0.6105 -0.1578 -0.8661 -0.669
C 5.23041 -2.04230 1.27690 0.2542 -0.5889 -0.0652 -0.261
C 6.59959 -2.47999 0.75291 -0.2491 -0.1324 0.1347 -0.089
O 7.56436 -1.47167 0.96515 0.0928 -0.0117 0.1753 -0.525
C 7.20774 -0.28081 0.29583 -0.1045 0.2834 -0.0880 -0.096
C 5.84920 0.23758 0.78032 0.5205 0.2718 -0.0944 -0.258
C 3.05656 1.62744 -1.46673 0.3330 -0.3046 -0.1219 0.016
N 2.00903 2.39469 -1.11658 0.1009 -0.3060 0.0995 -0.286
C 1.73898 3.70170 -1.64981 -0.2368 0.7394 -0.2437 -0.395
C -3.31689 0.97369 0.09007 0.0207 -0.0052 0.2097 -0.189
C -4.29183 0.12010 -0.39347 -0.1968 -0.1700 -0.2054 -0.260
H -6.92612 0.37788 -1.26417 -0.0130 0.1033 -0.0231 0.217
H -7.76684 -0.63003 -2.45025 -0.0506 0.0213 -0.1127 0.214
H -8.22310 -0.69627 -0.74124 -0.0970 -0.0201 0.0581 0.214
H -5.56221 -1.64796 -1.92384 -0.0692 -0.0082 0.1396 0.170
H -7.46736 -3.19172 -2.35161 -0.0596 -0.0215 -0.1030 0.211
H -7.85283 -3.18788 -0.62251 -0.1168 -0.0125 0.0635 0.212
H -6.32840 -3.87739 -1.18240 0.0378 -0.0966 -0.0091 0.219
H -5.02423 -1.50228 2.46670 -0.0612 -0.0914 0.0749 0.224
H -3.28365 0.02305 3.32240 0.0346 -0.0031 0.1195 0.209
H -2.05455 2.91080 1.60783 0.0413 -0.1365 0.1610 0.246
H -1.76733 1.83165 2.99907 -0.0613 0.0724 -0.0924 0.199
H -0.24149 0.59429 1.46761 0.0355 0.0521 -0.0766 0.397
H 1.54551 -0.28192 0.70654 -0.1609 -0.1294 0.2041 0.230
H 4.46733 -2.77750 1.02448 0.0991 -0.1110 0.2032 0.242
H 5.26913 -1.89790 2.36152 -0.0287 0.0017 -0.0850 0.203
H 6.96001 -3.36268 1.28376 -0.0826 -0.0062 -0.0860 0.197
H 6.51519 -2.70101 -0.32176 0.0505 -0.0528 0.0761 0.173
H 7.99845 0.43880 0.51504 -0.0840 0.0202 -0.0610 0.194
H 7.15244 -0.45746 -0.78695 0.0947 0.0482 0.1486 0.193
H 5.52980 1.08730 0.17611 0.1301 0.1776 0.1322 0.218
H 5.91349 0.53829 1.83140 -0.0351 0.0253 -0.0978 0.206
H 3.78323 1.93422 -2.19210 0.1016 0.1490 -0.1582 0.232
H 2.51643 3.95991 -2.36616 0.0261 -0.0810 0.0292 0.204
H 0.76555 3.71742 -2.14044 0.1301 0.0236 0.0219 0.227
H 1.71307 4.44061 -0.84855 0.0280 -0.0568 -0.1216 0.227
H -2.84065 1.67108 -0.58378 0.0552 0.0855 -0.1024 0.217
H -4.55194 0.16965 -1.43905 -0.0671 -0.0193 -0.0785 0.210
```
Forces are in eV/Å.

The value obtained for the energy above the lowest of the compared OMol25 structures with the same formula, charge and spin is 363.81 kJ/mol. As for the SMILES: CC(C)Oc1ccc(CNC(=O)c2cc(S(=O)(=O)N3CCOCC3)cn2C)cc1. The value obtained for the total energy is -46720.8956 eV. Its gap between HOMO and LUMO is 9.0 eV.

***

4.
This record from OMol25 describes the molecule C20H27N5O4 in a non-equilibrium geometry. The level of theory is the ωB97M-V functional and the def2-TZVPD basis.

```
56
Properties=species:S:1:pos:R:3:forces:R:3:nbo_charge:R:1
C -8.19205 -0.65770 2.65410 0.0220 0.0662 0.0257 -0.644
C -7.39677 -0.62113 1.38678 0.0885 0.2905 0.1163 0.197
C -6.61473 0.47731 1.04758 -0.0951 -0.2372 -0.0618 -0.229
C -5.89547 0.46866 -0.13578 0.0605 -0.0765 -0.2572 -0.261
C -5.98013 -0.65140 -0.95552 -0.2177 0.0069 0.3501 0.239
O -5.34981 -0.82107 -2.15521 -0.0916 -0.1780 0.0370 -0.475
C -4.50816 0.19994 -2.63439 0.1660 -0.0759 -0.1390 -0.113
C -3.26474 0.38118 -1.82017 0.2323 0.9705 0.3243 0.280
C -2.65604 1.49142 -1.30884 -0.2080 -0.6717 -0.2816 -0.314
C -1.50350 0.97961 -0.65548 -0.8277 -0.3818 -0.5759 0.042
C -0.56294 1.85924 0.09041 0.3122 0.0595 0.3486 0.651
O -0.91141 3.00570 0.33108 -0.2697 -0.0025 -0.2122 -0.620
N 0.62677 1.37104 0.49202 0.1359 0.1003 0.1492 -0.412
C 1.21682 0.09365 0.17391 0.1677 -0.4098 -0.4474 -0.233
C 2.45383 0.31104 -0.69969 -0.1940 -0.1834 0.2147 -0.238
N 3.40459 1.16064 0.00147 0.0520 0.1861 -0.0831 -0.456
C 4.65892 1.26348 -0.72167 0.0095 -0.0053 -0.1420 -0.310
C 5.44628 -0.04909 -0.65608 -0.3530 0.4156 0.2565 0.669
O 6.13791 -0.43479 -1.57424 0.2563 -0.1133 -0.3782 -0.631
N 5.29803 -0.67079 0.52802 -0.1033 -0.1150 0.4088 -0.631
C 5.87934 -1.96141 0.87527 0.2537 -0.1532 -0.2582 -0.037
C 7.40351 -1.88807 0.81266 -0.1764 -0.0267 0.0926 -0.620
C 5.34201 -3.05484 -0.04770 0.0288 0.1366 0.1765 -0.621
C 2.79917 2.45390 0.27372 -0.1290 -0.0152 0.2778 -0.224
C 1.56281 2.25837 1.15039 0.1161 0.5194 0.0098 -0.233
N -1.46418 -0.32606 -0.78108 0.7327 0.1506 0.5692 -0.114
O -2.54111 -0.70115 -1.49762 -0.5737 -0.0962 -0.3724 -0.247
C -6.79193 -1.70549 -0.52695 0.4062 0.1889 -0.4625 0.009
N -7.47102 -1.68719 0.59816 -0.2290 -0.2309 0.1615 -0.412
H -8.91152 0.15922 2.67460 -0.0812 0.0423 0.0795 0.217
H -7.53663 -0.55225 3.51696 -0.0145 0.0077 0.1212 0.218
H -8.72170 -1.60296 2.71973 -0.0318 -0.0236 0.0333 0.234
H -6.56502 1.33403 1.70266 0.0010 0.0750 0.0633 0.216
H -5.28526 1.31997 -0.39595 0.0240 0.0290 -0.0172 0.223
H -4.23481 -0.12666 -3.64394 -0.0710 0.1490 0.1458 0.225
H -5.03509 1.16093 -2.70095 0.1187 -0.1061 0.0064 0.198
H -2.94868 2.51774 -1.36673 -0.1270 0.2174 -0.0033 0.255
H 0.48933 -0.53923 -0.33028 0.2899 0.0340 0.1494 0.260
H 1.51958 -0.38498 1.11188 -0.0257 -0.0417 -0.0629 0.193
H 2.92837 -0.64891 -0.91059 -0.0419 -0.0201 -0.0253 0.216
H 2.14635 0.76209 -1.65958 0.0385 -0.0271 0.0284 0.174
H 4.52630 1.53589 -1.78023 0.0549 -0.0825 0.0853 0.198
H 5.27441 2.03534 -0.25000 -0.0263 -0.0022 -0.0474 0.220
H 4.62890 -0.25123 1.15611 -0.0139 0.0165 -0.0951 0.418
H 5.56963 -2.17140 1.90546 0.0168 0.0704 -0.1343 0.193
H 7.77297 -1.10982 1.47641 0.0692 0.0537 0.0687 0.208
H 7.71431 -1.65931 -0.20234 0.0632 -0.0048 -0.0540 0.236
H 7.83542 -2.83907 1.11151 0.0834 -0.1131 0.0496 0.207
H 5.75723 -4.01882 0.23232 0.0273 -0.1444 0.0209 0.210
H 4.25695 -3.10972 0.01559 -0.1029 -0.0451 -0.0029 0.203
H 5.62512 -2.83329 -1.07286 0.0137 -0.0242 -0.0945 0.232
H 3.52315 3.07726 0.80294 -0.0276 0.0159 -0.0366 0.208
H 2.50612 2.97125 -0.65594 0.0257 -0.0057 0.0367 0.174
H 1.06308 3.21131 1.32920 0.1030 -0.1503 0.0326 0.253
H 1.85760 1.81119 2.10511 0.0051 0.0361 -0.0344 0.196
H -6.88207 -2.59361 -1.13623 0.0573 -0.0749 -0.1603 0.199
```
Forces are in eV/Å.

The value obtained for the energy above the lowest of the compared OMol25 structures with the same formula, charge and spin is 132.73 kJ/mol. As for the SMILES: Cc1ccc(OCc2cc(C(=O)N3CCN(CC(=O)NC(C)C)CC3)no2)cn1. The value obtained for the total energy is -36817.9232 eV. Its gap between HOMO and LUMO is 9.3 eV.